Entry 1:
This record from OMol25 describes 4 unconnected molecules or ions with the total composition C4H16N2O4 in a non-equilibrium geometry. The level of theory is the ωB97M-V functional and the def2-TZVPD basis.

Results
E_tot in eV: -15576.2349
Strongest force on any atom in hartree/bohr: 0.0936
Energy relative to the best compared isomer or geometry (same formula, charge and spin) in kcal/mol: 51.8
HOMO-LUMO gap in Ha: 0.3543

Structure (ORCA input):
```
! RIJCOSX wB97M-V def2-TZVPD def2/J DEFGRID3
* xyz 0 1
C -1.38 1.39 -0.44
N -0.12 1.80 -1.02
C 0.69 2.51 1.25
C 0.97 1.74 -0.10
C 1.40 0.23 0.16
N 1.64 -0.37 -1.18
O -1.74 1.23 0.72
H -2.10 1.05 -1.21
H -0.12 1.46 -1.97
H 1.71 2.82 1.39
H 0.02 2.03 1.97
H 0.20 3.58 0.94
H 1.94 2.15 -0.48
H 2.38 0.37 0.64
H 0.77 -0.46 0.80
H 1.73 -1.45 -1.15
H 2.56 0.04 -1.49
H -3.97 -0.36 0.70
H -2.52 -0.89 0.16
O -3.45 -1.13 0.35
H -1.52 -2.52 -0.45
H -1.64 -2.62 1.00
O -1.12 -3.03 0.32
H 1.49 -3.38 -1.04
H 0.63 -3.07 0.30
O 1.56 -3.13 -0.17
*
```

Entry 2:
This record from OMol25 describes 2 unconnected molecules or ions with the total composition C4H16N3. The level of theory is the ωB97M-V functional and the def2-TZVPD basis.

Results
E_tot in eV: -8870.8143
Strongest force on any atom in hartree/bohr: 0.0046
Energy relative to the best compared isomer or geometry (same formula, charge and spin) in kcal/mol: 27.2
HOMO-LUMO gap in Ha: 0.3333

Structure (ORCA input):
```
! RIJCOSX wB97M-V def2-TZVPD def2/J DEFGRID3
* xyz 1 1
N -0.27 1.34 -0.06
C 0.70 1.40 -1.21
C 2.08 0.97 -0.74
N 3.00 1.15 -1.85
H -0.41 0.37 0.26
H 0.06 1.87 0.75
H -1.19 1.69 -0.33
H 0.31 0.75 -1.98
H 0.73 2.43 -1.56
H 2.40 1.63 0.06
H 2.05 -0.06 -0.35
H 3.95 0.92 -1.57
H 2.78 0.51 -2.61
C -0.75 -1.49 1.95
N -1.83 -2.15 1.27
C -2.33 -1.39 0.15
H 0.13 -1.45 1.29
H -1.00 -0.46 2.29
H -0.44 -2.07 2.82
H -2.57 -2.36 1.92
H -2.66 -0.37 0.42
H -3.19 -1.89 -0.30
H -1.56 -1.34 -0.62
*
```